{
  "formula": "C21H20BrN5",
  "method": "ωB97M-V with the def2-TZVPD basis set",
  "e_tot_ha": -3660.0646,
  "charge": 0,
  "max_force_ev_per_a": 2.65,
  "e_above_lowest_kj_mol": 0.0,
  "elements": ["C", "C", "C", "C", "C", "C", "C", "C", "C", "C", "C", "C", "N", "C", "C", "C", "C", "C", "C", "Br", "C", "N", "C", "N", "N", "C", "N", "H", "H", "H", "H", "H", "H", "H", "H", "H", "H", "H", "H", "H", "H", "H", "H", "H", "H", "H", "H"],
  "positions_angstrom": [[0.061, -0.219, -2.882], [0.035, -1.756, -2.963], [0.989, -2.442, -3.724], [0.994, -3.838, -3.825], [-0.092, -4.557, -3.279], [-1.046, -3.905, -2.485], [-0.945, -2.503, -2.292], [-1.913, -1.851, -1.343], [-1.189, -1.450, -0.108], [-1.074, -0.158, 0.314], [-0.384, -0.209, 1.597], [0.044, 0.719, 2.514], [-0.209, 2.061, 2.371], [-0.186, 2.838, 3.622], [0.037, 2.770, 1.195], [1.071, 2.356, 0.370], [1.305, 3.060, -0.828], [0.610, 4.220, -1.172], [-0.489, 4.632, -0.367], [-1.408, 6.234, -0.861], [-0.739, 3.893, 0.825], [0.727, 0.364, 3.601], [0.885, -0.910, 3.763], [1.602, -1.256, 4.832], [0.587, -1.904, 2.970], [-0.071, -1.501, 1.903], [-0.565, -2.283, 0.850], [0.791, 0.025, -2.107], [0.377, 0.246, -3.843], [-0.917, 0.222, -2.642], [1.747, -1.894, -4.243], [1.785, -4.332, -4.348], [-0.127, -5.665, -3.373], [-1.846, -4.466, -2.012], [-2.428, -0.990, -1.770], [-2.717, -2.586, -1.074], [-1.498, 0.762, -0.106], [-0.639, 3.823, 3.543], [0.833, 2.968, 3.975], [-0.768, 2.234, 4.354], [1.673, 1.472, 0.603], [2.041, 2.663, -1.537], [0.802, 4.791, -2.050], [-1.588, 4.212, 1.429], [2.118, -0.484, 5.217], [2.054, -2.145, 4.647], [-0.329, -3.260, 0.738]],
  "lowdin_charge": [-0.034, -0.206, -0.049, -0.080, -0.088, -0.042, -0.193, -0.102, -0.238, 0.030, -0.117, -0.258, -0.057, -0.031, -0.248, -0.017, -0.074, -0.137, -0.656, 0.710, -0.044, 0.195, -0.537, 0.132, 0.185, -0.263, 0.170, 0.075, 0.088, 0.069, 0.101, 0.090, 0.108, 0.104, 0.118, 0.132, 0.126, 0.078, 0.083, 0.101, 0.128, 0.108, 0.080, 0.107, 0.096, 0.102, 0.155]
}